No. 1
C21H25N4O5V | wB97M-V/def2-TZVPD

E_tot (Ha): -2354.520015
Frontier orbital gap (alpha / beta) (Eh): 0.2177 / 0.2650
HOMO (alpha / beta) (hartree): -0.1162 / -0.1636

The geometry in ORCA input format:
```
! wB97M-V def2-TZVPD RIJCOSX def2/J DEFGRID3
* xyz -1 4
V -0.0847 -0.1488 -0.0582
C 0.8457 2.8514 -0.1274
N 0.3547 1.9194 0.9014
C 1.3989 1.7201 1.9342
C 2.7992 1.3440 1.4497
C 2.9032 0.0710 0.5848
N 1.7474 -0.7733 0.8235
C 1.8676 -1.7855 1.5939
C 0.7721 -2.5462 2.1536
C 1.0564 -3.7851 2.7451
C 0.0926 -4.5279 3.3888
C -1.2013 -3.9970 3.4775
C -1.5067 -2.7724 2.9364
C -0.5453 -1.9930 2.2325
O -0.8716 -0.8438 1.7517
C -0.8382 2.5074 1.5756
C -2.2161 1.9572 1.2072
C -2.5149 1.7543 -0.2777
N -2.0296 0.4543 -0.7055
C -2.8409 -0.3096 -1.3338
C -2.6168 -1.6491 -1.8126
C -3.6743 -2.2453 -2.5245
C -3.6047 -3.5206 -3.0274
C -2.4242 -4.2532 -2.8107
C -1.3738 -3.7136 -2.1187
C -1.4109 -2.3895 -1.5812
O -0.3995 -1.9503 -0.9360
H 1.1609 3.8025 0.3284
H 0.0615 3.0458 -0.8541
H 1.6744 2.4103 -0.6741
H 1.0212 0.9495 2.6067
H 1.5047 2.6497 2.5158
H 3.3834 1.2092 2.3647
H 3.2587 2.1820 0.9220
H 3.8344 -0.4533 0.8315
H 2.9188 0.3164 -0.4762
H 2.8728 -2.0860 1.9145
H 2.0739 -4.1596 2.6813
H 0.3285 -5.4921 3.8207
H -1.9784 -4.5611 3.9824
H -2.5087 -2.3661 3.0053
H -0.8184 3.5917 1.4066
H -0.7242 2.3647 2.6511
H -2.9420 2.6615 1.6258
H -2.3643 0.9977 1.7039
H -2.0437 2.5334 -0.8854
H -3.5959 1.8285 -0.4437
H -3.8466 0.0749 -1.5424
H -4.5753 -1.6567 -2.6787
H -4.4332 -3.9494 -3.5764
H -2.3427 -5.2654 -3.1949
H -0.4630 -4.2751 -1.9494
O 1.0427 0.5486 -4.0873
N 1.2984 0.3226 -2.9040
O 2.3467 -0.2483 -2.5556
O 0.4657 0.7130 -2.0105
*
```

---

No. 2
C21H25N5O2 | wB97M-V/def2-TZVPD

E_tot (Ha): -1238.692396
Relative energy (zero: lowest compared OMol25 entry of this formula, charge and spin) (kcal/mol): 552.6
Frontier orbital gap (Eh): 0.3029
HOMO (hartree): -0.2780

The geometry in ORCA input format:
```
! wB97M-V def2-TZVPD RIJCOSX def2/J DEFGRID3
* xyz 0 1
C -6.2188 -3.0792 0.9307
H -5.5439 -3.3038 1.7507
O -5.2711 -2.6086 -0.2444
C -4.6118 -1.6147 -0.1004
C -4.6178 -0.9457 0.9031
C -3.8780 0.2540 1.1123
C -3.0992 0.5586 0.1505
C -3.0405 -0.1254 -1.2669
C -3.9067 -1.2360 -1.2465
H -3.8232 -1.9383 -2.0338
O -2.3647 0.2090 -2.2698
C -1.3060 0.9856 -2.4420
H -0.6692 0.4650 -3.3854
H -0.5056 0.8197 -1.4565
H -1.5270 1.9199 -2.5027
C -2.2920 1.8840 0.2651
N -2.6247 2.9689 -0.2133
N -1.8680 4.0611 0.1572
C -0.7318 3.6411 0.6523
C -1.0548 2.1909 0.9183
C -0.1844 1.0924 1.2939
N 0.5896 0.6138 0.4993
C 1.8041 1.5149 0.0471
H 1.3350 2.4221 -0.1155
C 2.5951 0.9859 -1.4242
N 3.1542 -0.4916 -0.8694
C 4.3421 -0.8479 -0.3524
N 5.1599 0.5750 -0.4521
C 6.2966 0.2866 0.0951
C 6.9753 -0.8693 0.5649
C 6.1398 -1.8453 0.5203
C 4.7883 -1.9102 0.0234
H 4.2263 -2.7219 0.2234
H 6.4972 -3.0143 0.9362
H 7.9360 -0.9208 0.8212
H 6.9911 1.4400 -0.0693
C 1.9937 -1.3680 -0.6811
H 2.3040 -2.3646 -0.0227
C 1.1890 -0.7544 0.7069
H 0.2409 -1.3138 1.0250
H 1.9635 -0.8429 1.7251
H 1.1498 -1.3429 -1.1290
H 3.3617 1.3991 -1.3750
H 1.9004 0.6007 -2.0337
H 2.3912 1.6033 0.7733
H -0.6062 0.2313 1.7778
H 0.5467 1.4116 2.2486
H 0.1037 3.9735 1.1456
H -3.4882 3.4301 -0.8616
H -3.9394 1.0466 1.9822
H -5.2244 -0.9318 1.8721
H -6.7470 -3.9438 0.4633
H -6.8313 -2.2496 0.9627
*
```

---

No. 3
C21H25N5O3 | wB97M-V/def2-TZVPD

E_tot (Ha): -1314.610537
SMILES: C/C(=N/NC(=O)CN1CCN(Cc2ccccc2)CC1)c1ccc([N+](=O)[O-])cc1
Relative energy (zero: lowest compared OMol25 entry of this formula, charge and spin) (kcal/mol): 132.6
Frontier orbital gap (Eh): 0.3049
HOMO (hartree): -0.3193

The geometry in ORCA input format:
```
! wB97M-V def2-TZVPD RIJCOSX def2/J DEFGRID3
* xyz 0 1
C 2.7551 3.5429 2.7139
C 2.5164 2.2080 2.0851
N 3.0362 1.2008 2.6638
N 2.9488 -0.0621 2.1346
C 3.1155 -0.4033 0.8226
O 3.3190 0.4064 -0.0547
C 2.9149 -1.8902 0.5538
N 1.4773 -2.0544 0.3944
C 1.0752 -2.8106 -0.7747
H 1.5795 -2.3982 -1.6502
C -0.4334 -2.6842 -0.9633
N -1.1156 -3.1884 0.2140
C -0.7018 -2.4433 1.3842
H -1.2090 -2.8584 2.2592
C 0.8072 -2.5702 1.5688
H 1.1080 -1.9876 2.4424
H 1.0631 -3.6311 1.7435
H -0.9543 -1.3728 1.3022
C -2.5652 -3.2605 0.0591
C -3.2358 -1.9242 -0.1512
C -3.6198 -1.1461 0.9356
C -4.1579 0.1148 0.7462
C -4.3270 0.6124 -0.5350
C -3.9663 -0.1610 -1.6250
C -3.4207 -1.4178 -1.4321
H -3.1366 -2.0119 -2.2880
H -4.0968 0.2169 -2.6265
H -4.7445 1.5977 -0.6823
H -4.4474 0.7094 1.6013
H -3.5042 -1.5337 1.9386
H -2.9590 -3.7400 0.9604
H -2.7627 -3.9154 -0.7939
H -0.7392 -3.2835 -1.8237
H -0.6758 -1.6291 -1.1664
H 1.3399 -3.8779 -0.6738
H 3.4246 -2.1302 -0.3805
H 3.3272 -2.5187 1.3553
H 3.1095 -0.7672 2.8413
C 1.6652 2.1738 0.8762
C 1.9402 2.9774 -0.2290
C 1.1553 2.8953 -1.3589
C 0.0777 2.0170 -1.3789
C -0.2399 1.2437 -0.2685
C 0.5541 1.3278 0.8541
H 0.3212 0.7316 1.7238
H -1.1030 0.5958 -0.3038
N -0.7069 1.8919 -2.5733
O -1.4337 0.9234 -2.6714
O -0.5949 2.7553 -3.4198
H 1.3696 3.4851 -2.2370
H 2.8002 3.6279 -0.2197
H 3.3749 4.1541 2.0602
H 3.2638 3.4139 3.6643
H 1.8107 4.0626 2.8640
*
```

---

No. 4
C21H25N7O3 | wB97M-V/def2-TZVPD

E_tot (Ha): -1424.248973
SMILES: Cc1ccc(NC(=O)CCc2nnc3ccc(N4CCC5(CC4)OCCO5)nn23)nc1
Relative energy (zero: lowest compared OMol25 entry of this formula, charge and spin) (kcal/mol): 19.5
Frontier orbital gap (Eh): 0.3146
HOMO (hartree): -0.3000

The geometry in ORCA input format:
```
! wB97M-V def2-TZVPD RIJCOSX def2/J DEFGRID3
* xyz 0 1
C 4.2723 2.2705 -1.4248
C 3.6602 1.1282 -0.6775
C 2.4089 1.2212 -0.0892
N 1.8186 0.2408 0.5748
C 2.4653 -0.9044 0.7043
C 3.7370 -1.1174 0.1558
C 4.3284 -0.0893 -0.5420
H 5.3042 -0.2238 -0.9867
H 4.2240 -2.0746 0.2608
N 1.8567 -1.9661 1.3635
C 0.5813 -2.0352 1.8739
O -0.1163 -1.0819 2.1046
C 0.1369 -3.4789 2.0774
H 0.9805 -4.0955 2.3891
H -0.6346 -3.5074 2.8462
C -0.4439 -4.0256 0.7515
C 0.4237 -3.6353 -0.3873
N 1.5458 -4.1877 -0.7932
N 2.1129 -3.4137 -1.7171
C 1.3436 -2.3544 -1.8786
C 1.4563 -1.1614 -2.6243
C 0.5095 -0.2099 -2.4353
C -0.6044 -0.4454 -1.5499
N -0.7324 -1.5809 -0.8993
N 0.2438 -2.4655 -1.0533
N -1.6264 0.4426 -1.4485
C -1.4238 1.8732 -1.4942
H -0.5680 2.1251 -2.1181
C -1.2171 2.4290 -0.0822
H -1.0851 3.5102 -0.1167
H -0.3502 1.9669 0.3897
C -2.4281 2.1000 0.7901
O -2.2303 2.6258 2.0820
C -3.5010 2.8964 2.6227
H -3.4202 3.7941 3.2376
H -3.8473 2.0611 3.2442
C -4.4056 3.0894 1.3858
H -4.7391 4.1234 1.2662
O -3.5819 2.7664 0.2883
H -5.2814 2.4300 1.4181
C -2.6316 0.5759 0.7990
H -3.5277 0.3199 1.3651
C -2.7779 0.0889 -0.6418
H -2.8979 -0.9930 -0.6676
H -3.6494 0.5699 -1.0983
H -1.7666 0.1124 1.2740
H -2.3214 2.3265 -1.9260
H 0.5653 0.7163 -2.9817
H 2.2892 -1.0342 -3.2958
H -0.5269 -5.1105 0.8086
H -1.4287 -3.5867 0.5843
H 2.3565 -2.8417 1.2688
H 1.8385 2.1391 -0.1540
H 4.5556 1.9600 -2.4296
H 5.1731 2.6140 -0.9171
H 3.5770 3.1031 -1.4962
*
```